[1]
DFT (ωB97M-V with the def2-TZVPD basis set) results for C22H48BFINO16P2 as an isolated structure.

Geometry as ORCA input:
```
! RIJCOSX wB97M-V def2-TZVPD def2/J DEFGRID3
* xyz 0 1
C -4.06 1.75 -1.42
N -3.44 0.47 -1.79
C -4.35 -0.69 -1.64
B -2.12 0.30 -1.30
O -1.54 1.06 -0.31
O -1.30 -0.76 -1.82
P -1.45 -1.22 -3.30
O -2.54 -2.16 -3.54
O 0.03 -1.88 -3.56
F -0.14 -2.71 -4.70
O -1.44 0.05 -4.24
P -2.80 0.45 -5.16
O -2.10 1.76 -5.76
I -2.60 -1.11 -7.10
H -5.10 1.74 -1.74
H -3.58 2.57 -1.95
H -4.04 1.92 -0.34
H -4.67 -1.06 -2.61
H -3.87 -1.51 -1.12
H -5.22 -0.37 -1.07
H -0.99 1.79 -0.61
H -2.79 2.26 -6.24
O 2.36 -2.21 3.46
C 2.41 -2.02 2.27
O 1.27 -1.64 1.66
C 1.17 -1.20 0.30
C 1.00 -2.33 -0.67
C 3.65 -2.25 1.45
H 2.00 -0.54 0.04
H 0.27 -0.59 0.31
H 1.88 -2.98 -0.72
H 0.81 -1.92 -1.65
H 0.15 -2.96 -0.39
H 3.69 -3.31 1.17
H 4.52 -2.03 2.06
H 3.69 -1.64 0.55
O -4.03 3.53 -6.45
C -4.90 3.31 -7.27
O -6.17 3.36 -6.87
C -7.28 3.26 -7.77
C -7.65 1.82 -8.05
C -4.56 2.90 -8.68
H -7.08 3.82 -8.69
H -8.09 3.77 -7.26
H -6.85 1.28 -8.55
H -8.54 1.78 -8.69
H -7.87 1.30 -7.12
H -4.40 1.82 -8.69
H -3.63 3.39 -8.96
H -5.32 3.15 -9.42
O 1.65 2.64 3.95
C 1.87 1.96 4.91
O 2.06 2.58 6.10
C 2.16 1.87 7.34
C 3.57 1.39 7.61
C 2.03 0.46 4.83
H 1.44 1.05 7.37
H 1.86 2.59 8.09
H 3.91 0.67 6.86
H 3.63 0.91 8.59
H 4.26 2.23 7.60
H 3.06 0.22 4.56
H 1.38 0.09 4.03
H 1.78 -0.08 5.74
O 6.60 -2.85 1.88
C 7.69 -2.35 1.90
O 7.78 -1.01 1.96
C 9.02 -0.32 2.15
C 9.76 -0.09 0.85
C 8.95 -3.18 1.79
H 9.63 -0.83 2.89
H 8.72 0.64 2.59
H 10.05 -1.03 0.38
H 10.66 0.50 1.03
H 9.12 0.45 0.15
H 9.15 -3.35 0.73
H 8.76 -4.14 2.25
H 9.83 -2.73 2.25
O -2.89 -1.43 1.12
C -2.85 -1.31 2.32
O -4.02 -1.20 2.98
C -4.09 -1.22 4.41
C -3.86 0.14 5.02
C -1.54 -1.21 3.07
H -3.42 -1.97 4.81
H -5.11 -1.56 4.62
H -2.85 0.51 4.81
H -3.99 0.10 6.10
H -4.57 0.86 4.61
H -1.22 -0.17 3.04
H -0.80 -1.81 2.54
H -1.58 -1.55 4.10
*
```

Values from the calculation:
HOMO-LUMO gap, eV: 9.3

Mulliken population analysis, charges in e, atoms 1 to 5: -1.237 0.457 -1.072 0.026 -0.424

[2]
DFT (ωB97M-V with the def2-TZVPD basis set) results for C34H37BrF2N3O6S2Zr as an isolated structure.

Geometry as ORCA input:
```
! RIJCOSX wB97M-V def2-TZVPD def2/J DEFGRID3
* xyz 1 1
Zr 0.30 -0.30 1.00
F -3.50 3.54 2.64
C -3.27 2.23 2.43
C -2.04 1.83 1.95
C -1.78 0.49 1.71
C -2.78 -0.45 2.00
C -4.00 -0.01 2.50
F -4.98 -0.87 2.82
C -4.27 1.33 2.72
C -2.44 -1.87 1.75
C -3.33 -2.93 1.82
C -2.89 -4.22 1.60
C -1.56 -4.44 1.30
C -0.73 -3.35 1.21
N -1.14 -2.09 1.42
H -1.28 2.59 1.80
H -5.23 1.64 3.12
H -4.37 -2.75 2.05
H -3.58 -5.05 1.65
H -1.16 -5.43 1.13
H 0.31 -3.47 0.95
C 7.65 1.33 1.64
C 6.40 0.51 1.65
C 5.21 1.02 1.12
C 4.06 0.26 1.09
C 4.09 -1.03 1.61
C 5.25 -1.57 2.13
C 6.40 -0.79 2.15
S 2.62 -2.00 1.61
O 1.61 -1.28 2.48
O 2.95 -3.32 2.05
N 1.85 -1.81 0.27
C 2.35 -1.77 -1.08
C 1.47 -0.75 -1.80
O 1.66 -0.41 -2.94
O 0.49 -0.26 -1.04
H 7.43 2.40 1.70
H 8.21 1.16 0.72
H 8.30 1.07 2.48
H 5.20 2.03 0.72
H 3.15 0.67 0.66
H 5.25 -2.57 2.52
H 7.31 -1.20 2.56
H 2.28 -2.72 -1.61
H 3.39 -1.42 -1.15
C 0.91 -4.38 -4.46
C -0.05 -3.42 -3.80
C -0.64 -2.38 -4.51
C -1.48 -1.49 -3.85
C -1.67 -1.69 -2.50
Br -2.76 -0.46 -1.53
N -1.15 -2.68 -1.80
C -0.36 -3.53 -2.46
H 0.60 -4.60 -5.48
H 0.97 -5.32 -3.91
H 1.91 -3.96 -4.50
H -0.44 -2.25 -5.56
H -1.95 -0.67 -4.37
H 0.06 -4.34 -1.86
O 0.85 1.79 0.51
S 0.12 2.61 -0.58
C 0.37 4.34 -0.06
C 1.01 5.06 -1.23
C 2.02 4.08 -1.82
C 1.25 2.77 -1.99
H 1.06 4.26 0.79
H -0.58 4.75 0.28
H 1.48 5.99 -0.90
H 0.26 5.32 -1.98
H 2.86 3.94 -1.13
H 2.42 4.41 -2.77
H 1.85 1.86 -2.03
H 0.62 2.78 -2.88
C 2.23 1.59 4.57
C 1.03 1.01 5.32
C 0.13 0.47 4.21
O 0.67 0.98 2.96
C 1.61 2.03 3.26
H 2.98 0.82 4.37
H 2.71 2.41 5.10
H 0.52 1.79 5.88
H 1.32 0.23 6.02
H -0.90 0.82 4.29
H 0.13 -0.61 4.14
H 1.07 2.97 3.37
H 2.32 2.11 2.44
*
```

Values from the calculation:
HOMO-LUMO gap, eV: 8.2
ΔE to the lowest compared entry with this formula, charge and spin, kcal/mol: 13.9

Mulliken population analysis, charges in e, atoms 1 to 5: -1.005 -0.360 0.228 -1.217 1.927

[3]
DFT (ωB97M-V with the def2-TZVPD basis set) results for an isolated molecule of C6H11NO.

Geometry as ORCA input:
```
! RIJCOSX wB97M-V def2-TZVPD def2/J DEFGRID3
* xyz 0 1
N -1.68 0.44 -2.95
C -0.92 0.10 -1.83
C -1.42 -0.09 -0.61
C -0.75 -0.74 0.57
C 0.76 -0.83 0.56
C 1.41 0.56 0.98
C 1.91 0.53 2.38
O 3.07 0.60 2.67
H -1.31 1.18 -3.52
H -2.66 0.24 -3.01
H 0.12 -0.10 -2.02
H -2.45 0.21 -0.44
H -1.08 -0.28 1.50
H -1.23 -1.73 0.60
H 1.14 -1.57 1.26
H 1.17 -1.02 -0.43
H 2.17 0.80 0.24
H 0.62 1.32 0.88
H 1.13 0.40 3.16
*
```

Values from the calculation:
SMILES: N/C=C/CCCC=O
HOMO-LUMO gap, eV: 9.3
ΔE to the lowest compared entry with this formula, charge and spin, kcal/mol: 39.1

natural (NBO) population analysis, charges in e, atoms 1 to 5: -0.845 -0.012 -0.264 -0.431 -0.382

[4]
DFT (ωB97M-V with the def2-TZVPD basis set) results for an isolated molecule of C4H2NO3P.

Geometry as ORCA input:
```
! RIJCOSX wB97M-V def2-TZVPD def2/J DEFGRID3
* xyz 0 1
O -1.79 -0.92 -4.54
P -2.45 -1.57 -3.48
O -0.96 -1.62 -2.37
C -0.84 -0.78 -1.39
C 0.00 -0.60 -0.34
C -0.54 0.67 0.21
N -1.74 0.96 -0.17
C -2.06 0.19 -1.20
O -3.01 0.12 -1.94
H 0.87 -1.04 -0.07
H -0.10 1.35 0.98
*
```

Values from the calculation:
SMILES: O=POC1=CC=NC1=O
HOMO-LUMO gap, eV: 8.1
ΔE to the lowest compared entry with this formula, charge and spin, kcal/mol: 25.5

natural (NBO) population analysis, charges in e, atoms 1 to 5: -1.013 1.602 -0.711 0.355 -0.459

[5]
DFT (ωB97M-V with the def2-TZVPD basis set) results for a 8-piece molecular cluster, C24H56O12S8 overall.

Geometry as ORCA input:
```
! RIJCOSX wB97M-V def2-TZVPD def2/J DEFGRID3
* xyz 0 1
C 11.39 8.23 19.03
S 12.43 9.01 17.72
O 13.20 7.94 17.20
C 13.47 10.00 18.90
H 12.03 7.35 19.21
H 10.46 8.05 18.55
H 11.28 8.88 19.85
H 12.86 10.82 19.24
H 14.25 10.31 18.23
H 13.69 9.36 19.76
C 7.27 9.77 15.79
S 8.94 10.41 16.03
O 9.29 10.29 17.48
C 9.77 9.06 15.12
H 7.37 8.67 16.08
H 6.99 9.75 14.78
H 6.63 10.43 16.52
H 9.61 8.12 15.57
H 10.82 9.31 15.21
H 9.51 9.20 14.06
C 10.54 13.13 16.90
S 11.04 13.12 15.18
O 11.65 14.47 14.84
C 12.38 11.97 15.30
H 9.69 13.82 16.91
H 11.41 13.64 17.41
H 10.36 12.17 17.32
H 12.86 11.93 14.31
H 11.93 10.98 15.50
H 13.15 12.34 15.99
C 13.38 7.06 12.90
S 14.84 8.09 13.36
O 15.30 8.66 12.02
C 13.91 9.37 14.20
H 12.73 7.82 12.41
H 12.92 6.54 13.73
H 13.77 6.34 12.16
H 13.50 8.99 15.14
H 13.15 9.75 13.55
H 14.66 10.13 14.48
C 15.61 13.14 12.05
C 16.81 12.39 12.58
C 17.28 11.37 11.49
S 16.90 12.28 9.99
O 16.18 11.46 9.05
O 18.14 12.94 9.61
C 15.91 13.64 10.67
H 15.29 13.91 12.70
H 14.71 12.45 12.00
H 16.72 11.83 13.52
H 17.66 13.07 12.84
H 16.58 10.52 11.58
H 18.37 11.18 11.47
H 15.15 13.79 9.87
H 16.58 14.50 10.49
C 19.59 7.96 13.05
C 18.95 6.84 13.93
C 18.31 7.45 15.17
S 18.24 9.21 14.86
O 19.33 9.78 15.60
O 16.98 9.91 15.09
C 18.67 9.09 13.15
H 19.66 7.69 11.97
H 20.57 8.12 13.37
H 19.68 6.01 14.16
H 18.14 6.41 13.29
H 19.05 7.27 15.99
H 17.32 6.98 15.39
H 19.22 10.05 13.06
H 17.83 9.02 12.50
C 18.64 8.90 8.72
C 19.14 7.74 7.79
C 18.47 6.43 8.17
S 17.31 6.74 9.51
O 18.11 6.56 10.77
O 16.08 6.05 9.36
C 17.29 8.53 9.32
H 18.52 9.83 8.14
H 19.39 9.19 9.44
H 20.29 7.64 7.86
H 18.91 7.89 6.73
H 19.08 5.62 8.59
H 17.81 6.09 7.38
H 17.22 8.88 10.36
H 16.51 8.87 8.69
C 12.92 10.46 8.83
C 12.23 9.11 8.45
C 11.61 8.40 9.69
S 11.15 9.85 10.65
O 11.07 9.74 12.09
O 9.99 10.36 9.97
C 12.70 10.70 10.32
H 12.46 11.23 8.13
H 13.96 10.41 8.59
H 12.97 8.39 7.97
H 11.43 9.29 7.70
H 12.41 7.94 10.33
H 10.80 7.74 9.52
H 13.36 10.04 10.93
H 12.74 11.73 10.77
*
```

Values from the calculation:
HOMO-LUMO gap, eV: 8.9
ΔE to the lowest compared entry with this formula, charge and spin, kcal/mol: 11.8

Mulliken population analysis, charges in e, atoms 1 to 5: -1.273 1.113 -0.769 -1.258 0.454

[6]
DFT (ωB97M-V with the def2-TZVPD basis set) results for C6H12DyO4 as an isolated structure.

Geometry as ORCA input:
```
! RIJCOSX wB97M-V def2-TZVPD def2/J DEFGRID3
* xyz 1 6
C -1.05 -1.31 -0.72
H -1.26 -1.45 -1.78
H -1.44 -0.49 -0.08
H -1.05 -2.28 -0.20
O -3.48 -1.83 -0.73
C -4.10 -2.81 -0.35
H -5.21 -2.80 -0.38
H -3.59 -3.69 0.08
O 0.63 -0.88 -0.80
C 1.43 -1.11 0.41
C 1.15 -0.02 1.41
O 1.84 1.19 0.95
C 1.09 2.30 0.48
C 1.95 2.95 -0.61
O 2.35 2.04 -1.58
Dy 2.64 0.17 -1.05
H 1.27 -2.11 0.83
H 1.56 -0.28 2.40
H 0.08 0.25 1.52
H 0.87 3.00 1.30
H 0.14 1.95 0.05
H 2.82 3.43 -0.11
H 1.35 3.78 -1.05
*
```

Values from the calculation:
HOMO-LUMO gap (spin up / spin down), eV: 7.5 / 7.7
ΔE to the lowest compared entry with this formula, charge and spin, kcal/mol: 13.1

Mulliken population analysis, charges in e, atoms 1 to 5: -0.548 0.324 0.311 0.302 -0.427

[7]
DFT (ωB97M-V with the def2-TZVPD basis set) results for a 2-piece molecular cluster, C3H10IN2O overall.

Geometry as ORCA input:
```
! RIJCOSX wB97M-V def2-TZVPD def2/J DEFGRID3
* xyz 1 1
C 0.25 -2.26 0.17
C 0.58 1.14 -0.03
C -0.83 0.74 0.12
N 0.31 2.55 -0.03
N -0.83 -1.36 0.54
O 1.08 0.79 -1.31
I -2.12 1.12 -1.48
H 0.39 -3.04 0.85
H 0.27 -2.76 -0.87
H 1.18 -1.67 0.35
H 1.26 0.59 0.76
H -1.28 0.66 1.10
H 0.17 2.86 -1.03
H 0.64 3.39 0.51
H -1.27 -1.53 1.46
H -1.67 -1.53 -0.01
H 1.89 0.30 -1.10
*
```

Values from the calculation:
HOMO-LUMO gap, eV: 9.2
ΔE to the lowest compared entry with this formula, charge and spin, kcal/mol: 62.5

natural (NBO) population analysis, charges in e, atoms 1 to 5: -0.435 0.102 -0.050 -0.826 -0.701

[8]
DFT (ωB97M-V with the def2-TZVPD basis set) results for C47H52BBr2ClCsN11O6S as an isolated structure.

Geometry as ORCA input:
```
! RIJCOSX wB97M-V def2-TZVPD def2/J DEFGRID3
* xyz -2 1
Cs -1.25 1.24 0.02
Br -8.50 -1.04 2.74
C -6.81 -0.22 2.50
C -6.57 0.56 1.39
C -5.31 1.12 1.28
N -4.34 0.94 2.16
C -4.58 0.16 3.21
C -5.81 -0.44 3.43
C -3.42 -0.08 4.13
C -3.59 -0.71 5.36
C -2.47 -0.92 6.14
Br -2.66 -1.78 7.83
C -1.23 -0.51 5.71
C -1.17 0.13 4.48
N -2.23 0.34 3.71
H -7.33 0.72 0.63
H -5.06 1.73 0.42
H -5.99 -1.09 4.27
H -4.56 -1.02 5.72
H -0.34 -0.66 6.31
H -0.23 0.50 4.09
O -1.78 3.15 4.86
C -0.89 4.23 4.91
C 0.49 3.89 4.39
C 1.60 4.65 4.72
C 2.80 4.38 4.10
C 2.85 3.37 3.16
C 1.69 2.65 2.90
N 0.54 2.89 3.52
H -1.63 2.70 4.01
H -0.83 4.56 5.95
H -1.27 5.07 4.32
H 1.51 5.46 5.45
H 3.69 4.96 4.33
H 3.76 3.14 2.61
H 1.68 1.87 2.15
C 0.72 6.12 -6.65
C 0.95 5.15 -5.51
C 2.14 4.44 -5.40
C 2.34 3.54 -4.36
C 1.34 3.34 -3.41
C 0.15 4.06 -3.51
C -0.03 4.95 -4.55
S 1.65 2.22 -2.05
O 0.32 1.65 -1.76
O 2.58 1.23 -2.58
N 2.30 3.01 -0.91
C 1.69 4.29 -0.53
C 0.21 4.31 -0.10
O -0.50 5.25 -0.52
O -0.17 3.38 0.66
H 1.61 6.20 -7.27
H 0.48 7.11 -6.27
H -0.10 5.79 -7.28
H 2.92 4.58 -6.14
H 3.26 2.98 -4.27
H -0.61 3.93 -2.75
H -0.96 5.51 -4.61
H 1.80 5.03 -1.34
H 2.27 4.66 0.32
B -2.88 -2.02 -1.83
N -3.69 -0.75 -2.26
C -4.06 -0.45 -3.51
C -4.61 0.82 -3.51
C -4.53 1.21 -2.17
N -3.98 0.26 -1.42
N -3.18 -2.35 -0.34
C -4.39 -2.53 0.22
C -4.21 -2.79 1.56
C -2.82 -2.73 1.73
N -2.20 -2.47 0.58
H -3.27 -2.93 -2.55
H -1.70 -1.82 -1.94
H -3.89 -1.15 -4.31
H -5.00 1.36 -4.35
H -4.84 2.14 -1.73
H -5.28 -2.46 -0.38
H -4.97 -2.98 2.30
H -2.24 -2.87 2.63
C 4.51 -2.66 -2.76
C 3.93 -2.02 -1.49
C 2.41 -1.91 -1.71
C 4.54 -0.62 -1.37
C 4.30 -2.87 -0.23
O 5.74 -3.03 -0.19
C 3.75 -4.32 -0.18
C 2.28 -4.70 0.09
C 1.43 -4.97 -1.12
C 0.19 -4.38 -1.30
C -0.59 -4.69 -2.41
C -0.12 -5.59 -3.34
Cl -1.09 -5.99 -4.74
C 1.11 -6.20 -3.19
C 1.87 -5.89 -2.08
C 4.12 -2.14 1.12
N 2.81 -1.75 1.64
C 2.05 -0.67 1.40
N 0.96 -0.69 2.14
C 1.13 -1.82 2.87
N 2.24 -2.49 2.62
H 4.15 -2.09 -3.62
H 4.18 -3.70 -2.90
H 5.60 -2.62 -2.79
H 2.19 -1.01 -2.29
H 1.84 -1.84 -0.78
H 2.03 -2.77 -2.25
H 4.39 -0.08 -2.31
H 5.60 -0.68 -1.15
H 4.05 0.00 -0.62
H 6.00 -3.45 -1.01
H 4.35 -4.77 0.62
H 4.06 -4.82 -1.10
H 1.79 -3.97 0.74
H 2.31 -5.63 0.67
H -0.19 -3.66 -0.59
H -1.55 -4.21 -2.54
H 1.46 -6.91 -3.93
H 2.84 -6.37 -1.95
H 4.74 -1.25 1.08
H 4.53 -2.81 1.88
H 2.29 0.08 0.65
H 0.41 -2.17 3.60
*
```

Values from the calculation:
HOMO-LUMO gap, eV: 5.7
ΔE to the lowest compared entry with this formula, charge and spin, kcal/mol: 22.4

Mulliken population analysis, charges in e, atoms 1 to 5: 1.398 -0.233 -0.086 -0.519 -0.115

[9]
DFT (ωB97M-V with the def2-TZVPD basis set) results for an isolated molecule of C3H4O2.

Geometry as ORCA input:
```
! RIJCOSX wB97M-V def2-TZVPD def2/J DEFGRID3
* xyz 0 1
O 0.77 -0.02 1.70
C 0.30 -0.03 0.61
C 0.22 0.96 -0.63
O -0.55 -0.03 -1.30
C -0.63 -0.89 -0.21
H 1.17 1.06 -1.12
H -0.38 1.92 -0.56
H -1.67 -0.89 0.17
H -0.26 -1.94 -0.35
*
```

Values from the calculation:
SMILES: O=C1COC1
HOMO-LUMO gap, eV: 10.9
ΔE to the lowest compared entry with this formula, charge and spin, kcal/mol: 40.6

natural (NBO) population analysis, charges in e, atoms 1 to 5: -0.483 0.576 -0.190 -0.531 -0.186